No. 1
Computed, not measured: a 2-piece molecular cluster, C9H13FNO overall, with ωB97M-V/def2-TZVPD.

Properties
F_max, eV/A: 5.4
Energy relative to the best compared isomer or geometry (same formula, charge and spin), eV: 2.532
Net charge: +1
E_tot, eV: -15789.5086

```
25
Properties=species:S:1:pos:R:3:forces:R:3
C 1.42182 -2.84354 -2.08962 0.33 -3.69 0.51
C 1.94473 -1.79692 -2.85042 0.52 2.27 -1.16
C 1.12087 -2.77099 -0.78629 -0.99 1.32 -2.03
C 2.03103 -0.57104 -2.28103 -1.02 0.28 -1.16
C 1.24286 -1.43730 -0.14192 -2.13 -0.25 1.83
C 1.45439 -0.27618 -0.99886 -0.63 -0.02 0.69
C -2.95535 1.19355 1.53143 2.90 -0.27 -4.60
C 1.07233 0.95722 -0.63986 0.94 -0.31 -1.46
C -1.83735 2.03841 1.97776 1.67 1.11 0.71
N -1.10786 1.65375 3.03283 -1.32 1.60 -0.07
O -1.48608 3.15593 1.36233 -0.20 -1.29 -0.02
F 0.44947 1.24161 0.55794 0.25 -0.06 -0.74
H 1.46678 -3.80264 -2.64608 -0.62 0.38 0.79
H 2.10594 -2.01387 -3.94199 0.17 0.67 1.32
H 0.61750 -3.53314 -0.25807 0.00 -0.96 0.54
H 2.06004 0.32873 -2.83326 0.99 0.63 -1.25
H 0.34134 -1.19083 0.55220 1.87 -0.81 -0.61
H -2.39923 0.29157 1.02244 -1.48 1.18 1.24
H -3.65394 1.02147 2.23634 -1.91 -1.30 2.73
H -3.52948 1.67837 0.72693 0.44 0.01 0.11
H 1.30937 1.76644 -1.35227 -0.53 0.18 1.13
H 2.17396 -1.58772 0.35206 0.80 0.32 1.58
H -1.67399 0.96743 3.59221 1.65 0.87 -0.19
H -0.36192 2.32653 3.44766 -1.75 -1.83 -0.87
H -1.80721 3.20316 0.42755 0.05 -0.04 0.97
```
Forces are in eV/Å.

***

No. 2
Computed, not measured: a 7-piece molecular cluster, C38H69NO10 overall, with ωB97M-V/def2-TZVPD.

Properties
F_max, eV/A: 3.3
Net charge: 0
E_tot, eV: -62483.6546
SMILES string: C#Cc1cc(CCCCOC)c2c(c1N(C)C(C)=O)C(=O)C=CC2=O.CC(C)O.CC(C)O.CC(C)O.CC(C)O.CC(C)O.CC(C)O

```
118
Properties=species:S:1:pos:R:3:forces:R:3
C 0.66167 5.75228 6.37653 0.79 0.59 0.34
C 0.52867 4.71367 5.77458 -0.61 -1.28 -1.18
C 0.28191 3.47795 4.92529 0.69 -0.46 -0.06
C 1.49675 2.72681 4.48108 -2.35 -1.04 -0.69
C 1.38457 1.47656 3.68462 -1.67 1.06 0.99
C 2.71694 0.74247 3.30713 0.26 0.73 0.55
C 3.44253 1.56435 2.14533 -0.52 0.87 0.43
C 4.47987 2.64829 2.72958 -0.07 -0.08 -1.02
C 4.04362 4.13790 2.34728 -0.03 -0.39 0.06
O 4.93663 5.12033 2.90273 -0.90 -0.84 0.50
C 4.69327 5.31183 4.30383 0.00 0.52 0.70
C 0.01613 1.00910 3.34576 0.03 1.42 0.89
C -1.20974 1.77040 3.78367 2.03 0.16 0.24
C -1.09801 3.03306 4.59195 1.69 -2.28 -1.71
N -2.33387 3.67033 5.00017 1.33 0.64 0.63
C -2.56518 3.61335 6.46874 -0.63 -0.67 0.57
C -2.49612 5.01625 4.44711 -0.54 1.17 -1.74
C -3.37495 5.15092 3.12580 -0.49 0.22 1.05
O -2.05979 6.04164 4.92236 -0.44 -1.43 0.30
C -2.59656 1.15232 3.38104 -0.83 -0.37 0.13
O -3.61704 1.81217 3.28945 1.16 -0.41 0.08
C -2.72372 -0.38923 3.10350 2.31 0.94 0.15
C -1.58300 -1.03272 2.72170 -0.52 -0.43 0.26
C -0.19269 -0.31444 2.55197 -1.19 -0.19 0.47
O 0.64094 -0.84729 1.83890 -0.56 0.84 0.72
H 0.92640 6.70492 6.89223 -0.61 -1.52 -0.76
H 2.53099 3.09340 4.74344 -1.48 -0.33 -0.15
H 2.60229 -0.35227 3.09529 -0.17 1.25 -0.02
H 3.38518 0.82536 4.22392 -0.82 -0.21 -1.00
H 2.63323 2.18566 1.64712 0.87 -0.94 0.20
H 3.90397 0.89572 1.37039 -0.38 0.63 0.87
H 5.47763 2.46749 2.22981 -0.93 0.29 0.72
H 4.61626 2.51986 3.84002 -0.15 0.20 -1.13
H 2.96989 4.35832 2.65668 1.13 -0.34 -0.17
H 4.08134 4.26879 1.23083 0.06 -0.22 1.04
H 4.58924 4.35871 4.89623 0.22 0.79 -0.78
H 3.74521 5.91392 4.49737 1.06 -0.54 -0.41
H 5.59782 5.84572 4.71632 -1.17 -0.51 -0.44
H -2.09213 4.44842 7.05322 -0.41 -0.78 -0.62
H -3.69191 3.58964 6.61561 1.35 0.28 -0.02
H -2.19409 2.61069 6.84883 -0.30 1.26 -0.48
H -4.15724 4.34517 3.09348 1.11 0.56 -0.29
H -2.75447 5.23760 2.19489 -0.52 -0.41 0.93
H -3.92860 6.13331 3.24754 0.81 -1.05 -0.17
H -3.72706 -0.86254 3.23381 1.05 0.59 -0.28
H -1.60174 -2.16090 2.51829 0.23 1.84 0.13
C 8.70715 4.33983 7.42333 0.02 0.25 0.12
C 7.32413 3.72030 7.29585 0.56 -0.35 -0.34
C 7.37761 2.20930 7.46050 -0.22 -0.13 0.12
O 6.77546 4.04047 6.01792 -0.14 0.05 0.19
H 9.37790 3.95784 6.64753 -0.04 -0.12 0.07
H 8.65559 5.42305 7.29233 -0.04 -0.06 0.07
H 9.14709 4.12649 8.40021 0.02 0.01 -0.06
H 6.65909 4.14849 8.04960 -0.09 0.05 -0.20
H 8.00335 1.75516 6.68590 0.09 0.09 0.06
H 6.37980 1.77663 7.35589 0.03 0.06 0.07
H 7.77778 1.93225 8.43846 0.00 -0.02 -0.06
H 7.35612 3.66629 5.34250 -0.06 0.06 0.08
C 1.91899 -1.18121 -1.78274 0.14 -0.19 -0.09
C 0.67684 -0.44308 -2.25394 0.24 0.28 0.57
C 0.92133 1.05617 -2.33624 -0.10 0.15 -0.17
O -0.39917 -0.70012 -1.35196 -0.28 -0.03 -0.10
H 2.21181 -0.85015 -0.78091 -0.05 0.10 -0.04
H 1.72541 -2.25452 -1.71787 -0.01 0.06 -0.08
H 2.75713 -1.01759 -2.46386 -0.05 -0.03 0.02
H 0.37660 -0.81930 -3.23143 -0.11 -0.06 0.20
H 1.18060 1.46335 -1.35338 0.10 -0.09 -0.01
H 0.01737 1.57462 -2.66543 0.05 -0.06 -0.04
H 1.73044 1.28677 -3.03373 -0.01 0.01 0.05
H -0.14150 -0.36976 -0.48076 0.04 -0.16 -0.10
C -0.98998 -6.56855 3.30931 0.11 -0.06 -0.26
C -0.81011 -5.15194 3.83163 -0.41 -0.43 0.34
C -0.79983 -5.12008 5.35198 0.15 0.21 0.13
O -1.86969 -4.32769 3.34575 0.07 0.24 -0.16
H -1.94357 -6.98884 3.64387 0.07 0.03 0.13
H -1.00651 -6.57525 2.21719 0.07 0.03 0.07
H -0.18295 -7.22067 3.65066 -0.06 0.00 -0.01
H 0.12475 -4.73549 3.44919 -0.17 0.14 -0.09
H -1.74696 -5.49126 5.75575 0.05 -0.11 -0.08
H -0.68105 -4.09587 5.71328 0.06 -0.06 -0.05
H 0.01288 -5.72901 5.75425 -0.06 0.01 0.01
H -2.70171 -4.68707 3.67870 0.12 0.02 -0.04
C 2.11023 -3.03152 -6.95261 0.27 -0.05 -0.02
C 1.48518 -3.03757 -5.56617 -0.39 0.22 -0.58
C 0.04872 -3.53421 -5.60929 -0.11 -0.15 0.26
O 1.51553 -1.71743 -5.02520 0.21 0.00 0.16
H 1.56158 -2.36393 -7.62433 -0.11 -0.10 0.03
H 3.13747 -2.66242 -6.90841 -0.04 -0.08 0.04
H 2.11731 -4.03369 -7.38714 -0.02 0.06 -0.03
H 2.07388 -3.67350 -4.90072 0.00 0.22 0.10
H -0.57024 -2.88362 -6.23513 0.11 -0.04 -0.10
H -0.39152 -3.52289 -4.60926 0.08 -0.05 -0.03
H -0.00552 -4.55153 -6.00377 -0.04 0.06 -0.01
H 0.99761 -1.14565 -5.60639 0.08 -0.12 0.01
C -3.31164 -3.22758 -8.01159 0.10 -0.16 0.22
C -2.54639 -2.13323 -8.73872 -0.69 -0.19 -0.32
C -3.44828 -0.95359 -9.06806 0.10 0.27 0.02
O -1.99391 -2.65927 -9.94339 0.33 0.04 0.03
H -4.12656 -3.61258 -8.63289 -0.02 0.14 -0.02
H -2.65603 -4.07315 -7.79071 0.01 0.09 0.03
H -3.73321 -2.85774 -7.07358 -0.01 -0.04 -0.03
H -1.71112 -1.79546 -8.12004 0.09 -0.07 -0.19
H -4.26737 -1.26170 -9.72545 -0.01 -0.10 0.11
H -2.88912 -0.18012 -9.59955 0.01 -0.04 0.09
H -3.87420 -0.51655 -8.16169 -0.02 -0.01 -0.05
H -2.72454 -2.96086 -10.49825 0.07 0.04 0.10
C -8.29955 -4.67042 -8.50285 0.14 -0.15 0.20
C -7.53247 -3.57646 -9.22916 -0.67 -0.16 -0.27
C -8.43148 -2.39537 -9.56028 0.12 0.26 0.01
O -6.97824 -4.10430 -10.43352 0.36 0.04 0.02
H -9.11360 -5.05426 -9.12555 -0.03 0.14 0.01
H -7.64424 -5.51591 -8.28162 0.00 0.10 0.03
H -8.72208 -4.30115 -7.56559 -0.02 -0.04 -0.05
H -6.69782 -3.23995 -8.60921 0.09 -0.08 -0.18
H -9.25001 -2.70172 -10.21896 -0.02 -0.09 0.11
H -7.86989 -1.62311 -10.09106 0.01 -0.04 0.09
H -8.85795 -1.95733 -8.65497 -0.02 -0.01 -0.06
H -7.70779 -4.40504 -10.98963 0.08 0.05 0.09
```
Forces are in eV/Å.

***

No. 3
Computed, not measured: a 2-piece molecular cluster, C8H10BF4NO3 overall, with ωB97M-V/def2-TZVPD.

Properties
F_max, eV/A: 0.9
Energy relative to the best compared isomer or geometry (same formula, charge and spin), eV: 0.151
Net charge: 0
E_tot, eV: -27642.4795

```
27
Properties=species:S:1:pos:R:3:forces:R:3
C -1.65709 -0.72353 2.39879 0.49 0.65 -0.42
C -0.44734 -1.16233 1.55965 -0.63 0.07 0.12
N -0.07181 -0.03594 0.65004 -0.08 -0.47 0.04
C -0.83235 0.13333 -0.43417 -0.37 0.20 -0.68
C -0.57692 1.15306 -1.32855 0.44 0.02 0.64
C 0.48360 2.00762 -1.06549 0.28 -0.12 -0.33
C 0.72727 3.10502 -2.06042 0.18 -0.23 0.02
O -0.17308 3.57399 -2.67579 -0.66 0.49 -0.24
O 2.01294 3.47011 -2.22392 0.22 0.00 0.78
C 1.26410 1.82569 0.07629 0.00 -0.31 -0.16
O 2.28265 2.66540 0.40681 -0.05 -0.07 0.37
C 0.95450 0.77385 0.92378 -0.03 0.29 -0.13
H -1.63896 -1.15970 3.38965 -0.18 -0.31 -0.03
H -2.58321 -0.91243 1.86644 -0.15 -0.27 0.16
H -1.59240 0.35876 2.52333 -0.08 0.07 0.26
H -0.70141 -1.99517 0.90706 0.24 -0.20 0.09
H 0.39615 -1.41546 2.18896 0.27 0.06 -0.15
H -1.65464 -0.54510 -0.59902 0.15 -0.36 0.15
H -1.16655 1.29682 -2.21786 -0.15 -0.07 -0.02
H 2.04553 4.43698 -2.21337 0.10 0.03 -0.56
H 3.10346 2.39483 -0.02115 -0.01 0.08 -0.15
H 1.51751 0.59539 1.82508 0.04 -0.09 0.06
B -0.33214 -3.99343 -0.78373 0.19 -0.35 -0.10
F -1.14333 -2.85856 -1.08216 -0.24 0.55 0.00
F -0.70953 -5.06477 -1.58005 0.00 0.10 0.07
F 1.00805 -3.63765 -1.01444 0.01 0.13 0.08
F -0.51497 -4.28680 0.58423 0.01 0.11 0.12
```
Forces are in eV/Å.

***

No. 4
Computed, not measured: C25H19AuN3S as an isolated structure, with ωB97M-V/def2-TZVPD.

Properties
F_max, eV/A: 0.8
Energy relative to the best compared isomer or geometry (same formula, charge and spin), eV: 0.000
Net charge: +1
E_tot, eV: -45224.8683

```
49
Properties=species:S:1:pos:R:3:forces:R:3
Au 1.39121 0.09537 -0.28206 -0.63 -0.49 -0.15
C -0.44250 -2.85476 -0.77247 -0.08 0.07 0.19
N 0.76828 -2.05166 -1.01966 0.03 -0.23 -0.15
C 1.31311 -2.19129 -2.17799 0.21 0.07 -0.09
C 2.36556 -1.31991 -2.59075 -0.33 -0.28 0.02
C 3.22681 -1.28475 -3.66681 0.23 0.11 0.05
C 4.05345 -0.15344 -3.47574 -0.04 -0.15 -0.05
C 3.64842 0.45859 -2.30672 -0.16 -0.03 -0.04
N 2.62459 -0.25746 -1.76831 0.26 0.64 -0.06
C -1.61550 -1.96850 -0.43121 0.08 0.10 -0.11
C -1.91231 -1.64026 0.88392 -0.16 -0.14 -0.01
C -2.95235 -0.76839 1.17755 0.00 0.00 0.00
C -3.70108 -0.20991 0.15176 0.01 -0.01 0.01
C -3.41922 -0.54259 -1.16650 0.00 -0.01 -0.01
C -2.38600 -1.42140 -1.45315 0.08 0.10 -0.02
H -0.25474 -3.57176 0.02880 0.06 0.09 0.06
H -0.67742 -3.41536 -1.68028 0.03 -0.10 0.06
H 0.96582 -2.94403 -2.88440 -0.05 -0.06 0.09
H 3.28521 -2.00961 -4.46154 -0.01 0.00 -0.03
H 4.86544 0.16458 -4.10730 0.01 0.00 0.00
H 4.01400 1.35347 -1.83060 0.02 0.02 -0.01
H -1.34749 -2.09567 1.68491 -0.02 -0.04 0.04
H -3.19403 -0.54475 2.20904 0.01 0.01 0.02
H -4.51900 0.46074 0.37895 -0.01 0.01 0.00
H -4.01339 -0.12841 -1.96986 -0.01 0.00 -0.01
H -2.17222 -1.68228 -2.48366 0.00 0.00 -0.01
S -1.07562 2.15660 2.79882 0.04 0.03 0.03
C -0.57947 0.64976 3.51377 -0.03 -0.01 0.00
C -0.85831 0.16039 4.78711 0.00 -0.03 -0.02
C -0.34193 -1.07298 5.12685 0.00 0.00 0.00
C 0.43944 -1.80690 4.22372 0.00 0.01 0.00
C 0.71383 -1.32446 2.96222 0.06 0.01 0.04
C 0.18898 -0.08365 2.61109 0.07 0.03 0.00
N 0.34392 0.57324 1.39842 -0.06 0.00 0.01
C -0.23185 1.75190 1.37336 -0.03 0.03 -0.08
C -0.04794 2.54117 0.16989 -0.05 0.06 -0.13
C -0.62934 3.77350 -0.09849 -0.04 -0.03 0.07
C -0.38249 4.39188 -1.31420 0.00 0.03 0.01
C 0.42860 3.78209 -2.25819 0.03 -0.05 -0.07
C 1.02770 2.54467 -2.01057 -0.17 0.14 0.09
C 0.78132 1.95494 -0.79323 0.60 0.07 0.31
H -1.45516 0.72811 5.48730 0.00 0.01 0.00
H -0.53922 -1.47824 6.10940 0.00 0.00 0.00
H 0.83254 -2.76847 4.52337 0.01 0.00 0.00
H 1.31247 -1.89157 2.25987 0.00 0.01 -0.01
H -1.27219 4.24318 0.63632 -0.02 0.00 -0.01
H -0.82801 5.35330 -1.52719 -0.01 0.00 0.00
H 0.60718 4.26784 -3.20841 0.00 0.01 0.00
H 1.65089 2.07717 -2.75715 0.05 0.00 -0.01
```
Forces are in eV/Å.

***

No. 5
Computed, not measured: C19H23NO2S as an isolated structure, with ωB97M-V/def2-TZVPD.

Properties
F_max, eV/A: 18.6
Energy relative to the best compared isomer or geometry (same formula, charge and spin), eV: 13.495
Net charge: 0
E_tot, eV: -36483.8407

```
46
Properties=species:S:1:pos:R:3:forces:R:3
C 6.74802 0.86963 0.58129 2.96 4.39 -2.25
H 7.87173 0.68048 0.82603 -2.11 0.84 0.65
O 6.27487 -0.31149 0.32068 -5.60 -6.38 -1.02
C 4.87034 -0.51310 -0.07672 -1.38 -1.47 -1.58
C 4.31419 -1.94597 -0.31448 1.13 5.72 2.23
C 2.92688 -2.04486 -0.50353 0.49 0.26 -0.37
C 2.07174 -1.00174 -0.68543 0.61 6.70 -4.07
C 2.66933 0.42131 -0.86282 -2.31 -0.77 2.26
C 3.94894 0.63209 -0.44092 3.24 -3.21 1.12
H 4.41409 1.57063 -0.28382 -0.04 1.07 -0.26
H 2.01110 1.45370 -0.94940 1.38 -3.19 -0.21
C 0.61885 -0.98615 -1.33866 6.26 -11.72 13.06
H 0.39793 -0.42863 -1.96082 -3.54 10.75 -9.89
H 0.64088 -1.91674 -1.77560 -0.31 -2.42 -1.65
C -0.15693 -1.18885 -0.11291 -2.38 0.83 8.57
N -1.60483 -1.41408 -0.21767 6.06 1.90 -8.30
C -2.46167 -1.67147 0.63832 -3.75 2.87 3.27
O -2.32363 -1.56901 1.86096 0.22 -1.38 -0.07
C -3.79110 -1.61489 -0.06182 -4.83 -0.46 2.38
C -4.99225 -1.71922 1.19874 0.56 4.64 -3.29
H -4.82988 -2.62729 1.63620 0.62 -2.00 1.67
H -5.03820 -0.77945 1.85756 0.56 -1.82 -0.65
H -5.95702 -1.73827 0.69195 -0.01 -0.13 -0.16
H -3.95095 -2.61671 -0.37813 -0.18 -0.74 -1.40
S -4.27314 -0.33684 -1.55992 0.72 -2.13 3.26
C -4.16557 1.11907 -0.43775 -7.10 -1.67 0.80
C -2.85743 1.38545 -0.11889 2.92 4.58 -4.88
C -1.98267 2.11805 -1.18135 -7.26 -5.74 -2.48
C -0.82457 2.37863 -0.76468 8.49 4.86 -4.63
C -0.26585 2.44774 0.50546 -1.27 0.21 -2.67
C -1.12275 2.20146 1.41555 -3.60 -3.65 4.66
C -2.44328 1.60930 1.06658 2.27 0.90 7.49
H -3.02302 1.36628 2.02513 0.48 0.05 -1.77
H -0.81155 2.00654 2.46598 -0.43 0.88 -0.60
H 0.66166 2.78091 0.65613 3.56 1.03 0.54
H -0.05925 2.92633 -1.65000 -2.02 -1.77 2.32
H -2.34345 1.90082 -2.34223 1.16 1.22 3.16
H -4.85818 1.00492 0.73417 1.83 0.06 -3.95
H -4.76732 1.81858 -1.10401 1.14 -0.07 1.26
H -1.91527 -1.13317 -1.21447 0.12 -0.95 2.35
H 0.02639 -0.33133 0.76614 -0.71 -0.91 -2.79
H 0.03737 -1.93285 0.88740 0.80 0.65 -3.58
H 2.49334 -3.00406 -0.60597 -0.26 -1.14 0.14
H 4.88096 -2.74587 0.09428 0.53 -0.71 -0.30
H 6.06695 1.52780 1.17743 1.12 -0.42 0.21
H 6.87421 1.35236 -0.46399 -0.19 0.42 1.41
```
Forces are in eV/Å.

***

no.,LUMO (eV),Kohn-Sham gap (eV),HOMO (eV)
1,-4.09,6.33,-10.420
2,-1.03,7.98,-9.013
3,-2.13,8.60,-10.732
4,-4.19,6.97,-11.154
5,0.44,8.77,-8.331